1.
Computed, not measured: 4 unconnected molecules or ions with the total composition C4H14O3, with ωB97M-V/def2-TZVPD.

XYZ file:
```
21
Properties=species:S:1:pos:R:3:forces:R:3:mulliken_charge:R:1
C -1.4428 2.4972 0.3234 -0.5061 -0.1808 0.0783 -0.098
C -1.1043 1.2187 0.3040 0.1767 -0.5177 0.3325 -0.105
C -0.2082 0.6719 1.3873 -0.1438 0.5383 -0.0703 -0.999
C -2.1684 3.2184 -0.7563 0.1257 -0.1901 -0.5324 -1.129
H -1.2821 2.9875 1.2788 0.5430 0.6150 -0.3058 0.316
H -1.5749 0.5429 -0.4080 0.5427 0.0614 -0.3487 0.339
H -0.7663 0.0509 2.0776 0.0522 -0.2063 0.2707 0.314
H 0.2233 1.5382 1.8940 -0.1953 -0.1568 0.3682 0.291
H 0.6649 0.1256 1.0474 -0.0980 -0.3720 -0.3830 0.189
H -3.0543 3.7169 -0.3919 -0.1895 0.3874 0.0429 0.317
H -1.4995 3.9235 -1.2574 -0.1086 0.3596 0.3407 0.265
H -2.4600 2.5669 -1.5804 -0.1439 -0.3546 0.1874 0.299
H 3.5010 2.1807 -0.9993 -0.0884 -0.4493 0.1291 0.314
H 2.1566 1.5116 -1.2197 -0.0702 -0.1348 0.0306 0.320
O 3.0528 1.3222 -0.9199 0.0687 0.6056 -0.1349 -0.667
H -3.3613 -6.0807 -0.8752 -0.0835 -0.0755 -0.4240 0.317
H -2.2147 -6.5255 -0.0676 0.3600 -0.2394 -0.1108 0.320
O -2.5500 -6.5945 -0.9695 -0.2756 0.3153 0.5338 -0.637
H 3.1598 -0.1651 0.4438 -0.0263 -0.1057 0.0444 0.364
H 4.3500 -1.0657 0.5278 0.0125 -0.1910 0.0794 0.305
O 3.4489 -0.9933 0.8582 0.0477 0.2913 -0.1282 -0.636
```
Positions in Å, forces in eV/Å.

## Properties
Energy relative to the best compared isomer or geometry (same formula, charge and spin)   1.252 eV
HOMO-LUMO gap   9.8 eV
2S+1   1
SMILES   C/C=C/C.O.O.O

***

2.
Computed, not measured: 4 unconnected molecules or ions with the total composition C4H14O3, with ωB97M-V/def2-TZVPD.

XYZ file:
```
21
Properties=species:S:1:pos:R:3:forces:R:3:mulliken_charge:R:1
C -1.0514 3.7502 1.1963 -0.3848 0.4749 -0.6432 -1.286
C -0.4865 3.4183 2.5360 -0.0418 -1.4636 0.4147 0.882
C 0.6447 2.7375 2.7308 -0.8571 0.4517 -0.5308 -0.927
C -1.4724 3.5123 3.6818 -0.7142 0.1542 -0.8156 -1.199
H -1.5949 2.9008 0.7661 0.1081 -0.1082 0.2441 0.278
H -1.8067 4.5303 1.2816 0.0098 0.2167 0.0185 0.337
H -0.3487 4.0710 0.4261 0.2601 -0.0506 0.2600 0.382
H 0.8014 2.3878 3.7249 0.6186 -0.2876 0.4732 0.278
H 1.2739 2.4130 1.9166 0.3011 0.1896 0.0190 0.301
H -1.2705 2.8273 4.4967 0.4972 0.3299 0.3327 0.383
H -1.6323 4.5500 3.9832 0.0881 -0.1101 0.3370 0.265
H -2.4510 3.1621 3.3181 0.1151 0.2027 -0.1099 0.307
H 1.9015 -2.5776 -4.4874 0.0697 -0.1513 0.0516 0.344
H 1.9909 -2.8005 -6.0013 -0.0143 0.0430 0.0185 0.312
O 1.5086 -3.0728 -5.2153 -0.0253 0.0063 -0.0963 -0.648
H 2.7774 -4.6044 -3.2625 -0.2089 0.0419 0.0196 0.328
H 2.0593 -3.9606 -2.0553 -0.0984 -0.1542 -0.0674 0.323
O 2.8073 -3.8634 -2.6494 0.2645 0.2152 0.0595 -0.658
H -1.0231 -6.8263 -2.7845 -0.0419 0.0166 -0.2574 0.319
H -1.1927 -6.4118 -1.3543 -0.1446 0.1618 0.0300 0.319
O -1.4349 -6.1433 -2.2482 0.1992 -0.1790 0.2421 -0.639
```
Positions in Å, forces in eV/Å.

## Properties
Energy relative to the best compared isomer or geometry (same formula, charge and spin)   1.277 eV
HOMO-LUMO gap   9.9 eV
2S+1   1
SMILES   C=C(C)C.O.O.O

***

3.
Computed, not measured: 5 unconnected molecules or ions with the total composition C4H14O3, with ωB97M-V/def2-TZVPD.

XYZ file:
```
21
Properties=species:S:1:pos:R:3:forces:R:3:mulliken_charge:R:1
C 0.6090 -1.6053 0.7999 2.2505 -1.7713 0.3856 0.041
C 0.1003 -0.3637 0.8337 -0.8605 1.5911 -1.8805 -0.194
C 0.2412 0.3922 2.0631 2.0770 1.2978 2.7438 -1.256
C 0.0842 -2.6008 -0.1220 -0.8587 -2.8089 -2.0183 -0.999
H 1.4187 -1.9424 1.6019 -1.9549 0.7617 -1.5714 0.236
H -0.6970 -0.0581 0.1000 0.1401 -0.4376 0.7622 0.768
H 0.0644 1.4751 1.9074 -0.1950 -0.6656 0.2920 0.289
H 1.3733 0.3133 2.3614 -2.0087 0.2111 -0.1136 0.303
H -0.3681 -0.0304 2.9672 0.8895 0.8068 -1.8311 0.284
H 0.6588 -3.5561 -0.3554 -0.1419 1.3331 0.8821 0.330
H -0.8956 -3.0031 0.2815 0.8686 0.5040 -0.0615 0.275
H -0.2165 -2.2744 -1.1526 0.2459 0.5856 0.9931 0.299
H -1.6863 2.3739 -1.0766 0.9398 -1.1713 0.0329 0.178
H 0.8329 0.7199 -0.6036 -1.5452 -0.6827 1.5119 0.310
O -1.1992 1.5249 -0.8853 0.3040 0.5204 -0.0266 -0.859
H 1.4993 3.4124 -0.5719 -2.6617 -0.5385 1.8289 0.327
H 0.1169 2.5706 -0.4693 -0.0470 0.2873 0.2994 0.370
O 0.6713 3.2193 0.0363 2.8542 0.2892 -1.9285 -0.641
H -0.3577 0.2309 -2.0211 -1.9914 -1.5790 -2.1126 0.335
H -1.5825 -0.2766 -3.0136 1.8619 -0.0300 1.0374 0.307
O -0.6677 -0.5216 -2.6807 -0.1663 1.4969 0.7748 -0.702
```
Positions in Å, forces in eV/Å.

## Properties
Energy relative to the best compared isomer or geometry (same formula, charge and spin)   7.474 eV
HOMO-LUMO gap   6.5 eV
2S+1   1

***

4.
Computed, not measured: 4 unconnected molecules or ions with the total composition C4H14O3, with ωB97M-V/def2-TZVPD.

XYZ file:
```
21
Properties=species:S:1:pos:R:3:forces:R:3:mulliken_charge:R:1
C 2.4860 0.7523 -0.7048 1.1288 -1.2262 -0.6865 -0.239
C 1.6375 -0.2490 -0.4819 -0.4593 1.8707 0.8336 0.020
C 1.7433 -1.6358 -0.9759 0.0409 -0.8286 0.7016 -0.919
C 2.8917 1.8812 0.2090 -0.1872 0.2408 -1.0840 -1.026
H 3.1934 0.5588 -1.5104 0.1862 0.0774 -0.0337 0.237
H 0.8959 0.0498 0.2673 -0.0656 -0.9085 0.1801 0.282
H 2.2089 -2.1911 -0.1498 0.1920 0.0313 0.0060 0.242
H 2.4314 -1.7695 -1.8060 -0.2186 0.1557 -0.3124 0.334
H 0.8211 -2.2071 -1.0808 -0.1392 0.3977 -0.5898 0.200
H 2.1631 2.6933 0.2441 0.0428 -0.0448 0.3669 0.274
H 3.1563 1.4791 1.1700 -0.3217 0.0412 0.6562 0.301
H 3.8281 2.2869 -0.1789 -0.1585 0.2182 -0.0389 0.316
H -3.9767 -0.6894 0.7141 -0.0991 -0.0933 -0.1352 0.317
H -4.2266 -0.0551 -0.6791 -0.0514 -0.1846 0.0356 0.318
O -3.9171 0.1263 0.2114 0.1570 0.2880 0.1023 -0.634
H -0.6760 -4.8123 -1.0298 -0.4105 0.2419 0.3469 0.320
H -1.3364 -3.4484 -1.5439 -0.1603 -0.2657 0.4974 0.311
O -0.7124 -4.1529 -1.7221 0.5322 0.0022 -0.8424 -0.654
H -1.8106 2.9760 2.5066 -0.1352 0.1138 -0.4403 0.317
H -2.8352 4.1804 2.5220 0.2734 -0.3479 -0.2457 0.321
O -2.3244 3.5651 3.0584 -0.1466 0.2208 0.6827 -0.639
```
Positions in Å, forces in eV/Å.

## Properties
Energy relative to the best compared isomer or geometry (same formula, charge and spin)   1.810 eV
HOMO-LUMO gap   9.1 eV
2S+1   1
SMILES   C/C=C/C.O.O.O

***

5.
Computed, not measured: 4 unconnected molecules or ions with the total composition C4H14O3, with ωB97M-V/def2-TZVPD.

XYZ file:
```
21
Properties=species:S:1:pos:R:3:forces:R:3:mulliken_charge:R:1
C -0.5356 0.9315 -1.6996 -0.6362 0.5593 0.2724 -0.248
C -1.6129 0.1683 -1.5117 1.1256 -0.2608 0.0673 0.086
C -1.4319 -1.3357 -1.4799 -0.0104 0.0109 -0.6747 -1.018
C -0.4920 2.4177 -1.5614 0.3648 0.6107 -0.0815 -1.077
H 0.4383 0.4878 -1.8382 0.1529 -0.3028 -0.0733 0.263
H -2.5635 0.6664 -1.3687 -0.2106 -0.2835 0.1201 0.346
H -1.4126 -1.8181 -0.4994 -0.4032 0.2992 0.1202 0.196
H -2.1443 -1.8563 -2.1268 -0.1222 -0.0074 0.2444 0.317
H -0.4504 -1.5491 -1.9050 0.0549 -0.0172 -0.0351 0.306
H -1.4472 2.9445 -1.5742 -0.1575 -0.3416 0.0641 0.327
H 0.1446 2.9135 -2.3003 -0.0792 -0.2759 -0.2473 0.307
H 0.0308 2.6435 -0.6319 -0.1758 0.0599 0.1572 0.215
H 2.8364 -1.0487 2.6535 -0.1531 -0.4010 -0.0219 0.285
H 1.4827 -1.3478 1.8930 0.1420 -0.3659 0.4926 0.311
O 2.1271 -0.6755 2.1306 -0.0229 0.7540 -0.3621 -0.620
H -0.9372 -2.7430 2.8706 0.0532 0.0641 -0.0526 0.307
H 0.1253 -2.8597 3.9503 0.0623 0.1045 -0.0782 0.299
O -0.0621 -2.4199 3.1128 -0.1560 -0.2175 0.0487 -0.596
H 1.4193 0.9292 0.6585 0.2855 0.0332 0.1044 0.343
H 2.5675 1.8881 0.9496 -0.0216 -0.1556 0.0477 0.278
O 1.9176 1.6631 0.2783 -0.0926 0.1338 -0.1125 -0.628
```
Positions in Å, forces in eV/Å.

## Properties
Energy relative to the best compared isomer or geometry (same formula, charge and spin)   1.091 eV
HOMO-LUMO gap   9.2 eV
2S+1   1
SMILES   C/C=C/C.O.O.O

***

For the records above, the corresponding DFT total energy values read -10516.67715; -10516.65255; -10510.45571; -10516.11901; -10516.83795 eV.